[1]
A single CH4N2Si molecule, computed with ωB97M-V/def2-TZVPD.

XYZ file:
```
8
Properties=species:S:1:pos:R:3
N 2.64617 -0.38309 0.00046
C 1.60192 0.09061 0.01192
N 0.40741 0.76037 0.14004
Si -1.04499 -0.31858 0.10753
H 0.31329 1.72253 0.04011
H -0.88425 -1.30364 -1.18436
H -2.09583 0.73091 -0.29991
H -0.94372 -1.29910 1.18421
```

Its total energy is -439.4677 Ha. Its total charge is 0. The HOMO energy comes out at -0.37194 hartree. The calculation puts the HOMO-LUMO gap at 10.56 eV. The value obtained for the lowest unoccupied orbital energy is 0.44 eV. The calculation puts the energy relative to the best compared isomer or geometry (same formula, charge and spin) at 18.9 kcal/mol. As for the spin multiplicity: 1. As for the SMILES: N#CN[SiH3].

Charges obtained by natural (NBO) population analysis, quoted in units of e: -0.37 0.41 -1.03 1.01 0.43 -0.17 -0.14 -0.14

***

[2]
A gas-phase ion, C5H12NO (charge +1), computed with ωB97M-V/def2-TZVPD.

XYZ file:
```
19
Properties=species:S:1:pos:R:3
C -0.64463 1.40455 -2.48572
N -0.04398 0.40865 -1.89600
C -0.66343 -0.52363 -0.94577
C 0.47229 -1.29627 -0.24849
C 0.89252 -0.73340 1.19996
C 0.28925 0.65440 1.90322
O -1.06073 0.36746 2.20413
H -0.17293 2.03150 -3.15182
H -1.70071 1.74554 -2.26518
H 1.04384 0.26924 -1.95671
H -1.36928 -1.27846 -1.41096
H -1.38395 0.02690 -0.21882
H 1.37009 -1.38074 -0.85366
H 0.11736 -2.34071 -0.04163
H 0.79173 -1.42906 1.98979
H 1.89178 -0.64252 1.11010
H 0.44195 1.42486 1.22062
H 0.98212 0.91652 2.66086
H -1.25329 0.37518 3.18611
```

Its total energy is -327.3636 Ha. Its total charge is +1. The HOMO energy comes out at -0.49589 hartree. The calculation puts the HOMO-LUMO gap at 8.12 eV. The value obtained for the lowest unoccupied orbital energy is -5.37 eV. The calculation puts the energy relative to the best compared isomer or geometry (same formula, charge and spin) at 60.2 kcal/mol. As for the spin multiplicity: 1. As for the SMILES: C=[NH+]CCCCO.

Charges obtained by natural (NBO) population analysis, quoted in units of e: 0.15 -0.40 -0.29 -0.43 -0.42 -0.05 -0.74 0.22 0.24 0.46 0.26 0.27 0.21 0.26 0.22 0.20 0.15 0.20 0.50

***

[3]
A molecular structure, C10H16Cl2N4SV, computed with ωB97M-V/def2-TZVPD.

XYZ file:
```
34
Properties=species:S:1:pos:R:3
V 0.15236 0.44885 -0.48836
N -1.25816 -1.10941 0.71387
N -1.58801 -0.69224 2.00411
C -0.93967 0.32379 2.58469
N -1.25075 0.55946 3.87014
S 0.24285 1.25135 1.80588
H -2.09268 -1.27729 0.17024
H -0.65977 -1.92891 0.73789
H -2.24359 -1.24341 2.53327
H -2.11007 0.21875 4.26939
H -0.87380 1.40168 4.27038
Cl 1.46715 -1.20057 -1.14358
C 4.15968 -3.08753 -1.06670
Cl 3.95305 -3.78488 0.48068
H 4.64485 -2.12719 -1.11359
H 3.57096 -3.49211 -1.87265
C -3.27731 0.97563 -2.29424
C -2.44842 2.00205 -3.01350
C -3.01063 2.78936 -4.01206
C -2.24955 3.73166 -4.68821
C -0.90774 3.87811 -4.36431
C -0.31429 3.10637 -3.37070
C 1.14266 3.26993 -3.04589
C -1.09753 2.17071 -2.68786
N -0.53868 1.38340 -1.66850
H -4.30818 0.99306 -2.64994
H -3.27704 1.15493 -1.21538
H -2.87505 -0.02947 -2.44390
H -4.05836 2.65607 -4.26111
H -2.69753 4.34674 -5.45891
H -0.30059 4.60455 -4.89429
H 1.58421 4.06034 -3.65375
H 1.69472 2.34572 -3.21970
H 1.28990 3.51628 -1.99391
```

Its total energy is -2872.2107 Ha. Its total charge is 0. The HOMO energy (alpha / beta) comes out at -0.25595 / -0.26366 hartree. The calculation puts the HOMO-LUMO gap (alpha / beta) at 6.63 / 6.84 eV. The value obtained for the lowest unoccupied orbital energy (alpha / beta) is -0.33 / -0.34 eV. As for the spin multiplicity: 4.

Charges obtained by natural (NBO) population analysis, quoted in units of e: 0.89 -0.65 -0.43 0.32 -0.77 -0.16 0.40 0.40 0.39 0.40 0.42 -0.57 -0.37 -0.01 0.19 0.19 -0.62 -0.05 -0.21 -0.23 -0.20 -0.05 -0.62 0.20 -0.73 0.21 0.21 0.21 0.20 0.21 0.20 0.21 0.23 0.22

***

[4]
2 unconnected molecules or ions with the total composition C2H7NO3, computed with ωB97M-V/def2-TZVPD.

XYZ file:
```
13
Properties=species:S:1:pos:R:3
C -2.28972 0.63678 -1.32301
N -1.48436 -0.43736 -0.73717
C -0.27853 -0.16064 -0.15076
O 0.21687 -0.77046 0.76121
O 0.35575 0.89838 -0.73111
H -2.85732 1.20642 -0.58372
H -2.95609 0.19646 -2.06044
H -1.64730 1.35561 -1.82903
H -2.02714 -0.99616 -0.09676
H 1.29777 0.67620 -0.78653
O 2.92288 -0.22001 1.90414
H 3.21143 -1.10532 1.66309
H 2.18263 -0.37935 2.50450
```

Its total energy is -360.8996 Ha. Its total charge is 0. The HOMO energy comes out at -0.37209 hartree. The calculation puts the HOMO-LUMO gap at 10.84 eV. The value obtained for the lowest unoccupied orbital energy is 0.71 eV. The calculation puts the energy relative to the best compared isomer or geometry (same formula, charge and spin) at 8.8 kcal/mol. As for the spin multiplicity: 1. As for the SMILES: CNC(=O)O.O.

Charges obtained by natural (NBO) population analysis, quoted in units of e: -0.42 -0.62 0.88 -0.63 -0.72 0.19 0.20 0.23 0.39 0.51 -0.94 0.47 0.48

***

[5]
A single C2H9N3S molecule, computed with ωB97M-V/def2-TZVPD.

XYZ file:
```
15
Properties=species:S:1:pos:R:3
C 0.48469 -1.40778 -0.11160
N 0.33584 -0.02486 0.26637
C 1.32252 0.83103 -0.38017
S -1.25621 0.34462 -0.31333
N -1.66794 1.78726 -0.42315
N -2.43515 -1.21088 0.31889
H 1.10934 -2.03313 0.58287
H -0.46742 -1.88722 -0.21760
H 0.92626 -1.47211 -1.06203
H 1.14081 0.64525 -1.49023
H 1.17714 1.98742 -0.05146
H 2.32666 0.43654 -0.38636
H -1.00431 -0.18833 -1.64433
H -2.16257 2.25266 0.40040
H -3.35411 -0.91337 0.62537
```

Its total energy is -643.8001 Ha. Its total charge is 0. The HOMO energy comes out at -0.30832 hartree. The calculation puts the HOMO-LUMO gap at 9.05 eV. The value obtained for the lowest unoccupied orbital energy is 0.66 eV. The calculation puts the energy relative to the best compared isomer or geometry (same formula, charge and spin) at 82.4 kcal/mol. As for the spin multiplicity: 1. As for the SMILES: CN(C)[SH](=N)=N.

Charges obtained by natural (NBO) population analysis, quoted in units of e: -0.47 -0.59 -0.45 1.50 -1.12 -0.96 0.23 0.27 0.17 0.17 0.24 0.23 0.06 0.41 0.32

***

[6]
A single C6H13IO2Se molecule, computed with ωB97M-V/def2-TZVPD.

XYZ file:
```
23
Properties=species:S:1:pos:R:3
C -1.84441 -1.91505 0.14857
O -1.47477 -1.40218 -1.13315
C -0.73618 -0.27322 -1.23215
O -0.77470 0.15945 -2.58752
C -2.05170 0.57832 -2.94713
Se 1.16094 -0.42162 -0.82923
C 1.21442 0.22097 1.16732
C 2.50910 -0.12419 1.80030
C 2.53702 0.30730 3.28220
I 4.47028 -0.35848 4.13578
H -2.82727 -2.29895 -0.03510
H -1.86581 -1.07309 0.76367
H -1.10469 -2.62504 0.31445
H -1.32113 0.46192 -0.61549
H -2.10603 0.61396 -4.14224
H -2.36330 1.59969 -2.53311
H -2.94654 -0.05112 -2.56473
H 0.45956 -0.43538 1.71470
H 0.94162 1.18815 1.09928
H 2.85175 -1.09131 1.55093
H 3.31554 0.53227 1.30942
H 2.51963 1.33974 3.37553
H 1.76576 -0.23612 3.83800
```

Its total energy is -3085.9111 Ha. Its total charge is 0. The HOMO energy comes out at -0.31926 hartree. The calculation puts the HOMO-LUMO gap at 8.82 eV. The value obtained for the lowest unoccupied orbital energy is 0.13 eV. As for the spin multiplicity: 1. As for the SMILES: COC(OC)[Se]CCCI.

Charges obtained by natural (NBO) population analysis, quoted in units of e: -0.24 -0.56 0.23 -0.54 -0.28 0.21 -0.47 -0.47 -0.43 0.03 0.20 0.17 0.20 0.14 0.21 0.17 0.18 0.20 0.20 0.23 0.20 0.21 0.22

***

Look up the total energy of the third one.
-2872.2107 Ha

***

Repeat the second record exactly.
A gas-phase ion, C5H12NO (charge +1), computed with ωB97M-V/def2-TZVPD.

XYZ file:
```
19
Properties=species:S:1:pos:R:3
C -0.64463 1.40455 -2.48572
N -0.04398 0.40865 -1.89600
C -0.66343 -0.52363 -0.94577
C 0.47229 -1.29627 -0.24849
C 0.89252 -0.73340 1.19996
C 0.28925 0.65440 1.90322
O -1.06073 0.36746 2.20413
H -0.17293 2.03150 -3.15182
H -1.70071 1.74554 -2.26518
H 1.04384 0.26924 -1.95671
H -1.36928 -1.27846 -1.41096
H -1.38395 0.02690 -0.21882
H 1.37009 -1.38074 -0.85366
H 0.11736 -2.34071 -0.04163
H 0.79173 -1.42906 1.98979
H 1.89178 -0.64252 1.11010
H 0.44195 1.42486 1.22062
H 0.98212 0.91652 2.66086
H -1.25329 0.37518 3.18611
```

Its total energy is -327.3636 Ha. Its total charge is +1. The HOMO energy comes out at -0.49589 hartree. The calculation puts the HOMO-LUMO gap at 8.12 eV. The value obtained for the lowest unoccupied orbital energy is -5.37 eV. The calculation puts the energy relative to the best compared isomer or geometry (same formula, charge and spin) at 60.2 kcal/mol. As for the spin multiplicity: 1. As for the SMILES: C=[NH+]CCCCO.

Charges obtained by natural (NBO) population analysis, quoted in units of e: 0.15 -0.40 -0.29 -0.43 -0.42 -0.05 -0.74 0.22 0.24 0.46 0.26 0.27 0.21 0.26 0.22 0.20 0.15 0.20 0.50

***

Look up the total charge of the third one.
0